Computed, not measured: C47H74N6PbSSi2 as an isolated structure at a distorted geometry, with the ωB97M-V functional and the def2-TZVPD basis.

Computed properties:
Energy above the lowest of the compared OMol25 structures with the same formula, charge and spin (kJ/mol): 203.1
HOMO level (eV): -4.231
Maximum force (eV/Å): 3.1
Charge: 0

Last column: Löwdin charge in e.
Positions of all 131 atoms, in Å:
Pb: -0.90 0.43 -1.14  1.30
C: 2.90 -3.47 -1.94  -0.09
C: 3.37 -2.75 -3.10  -0.16
C: 4.62 -2.13 -2.71  -0.17
C: 4.93 -2.63 -1.41  -0.06
C: 3.84 -3.38 -0.92  -0.28
C: 3.68 -3.84 0.50  -0.55
C: 3.79 -2.63 1.44  -0.06
C: 4.77 -4.89 0.81  -0.05
C: 2.21 -4.41 0.60  -0.08
C: 5.48 -1.03 -3.33  -0.55
C: 6.10 -1.52 -4.62  -0.07
C: 6.58 -0.62 -2.37  -0.10
C: 4.57 0.20 -3.51  -0.06
C: 2.62 -2.98 -4.42  -0.56
C: 2.41 -4.53 -4.53  -0.07
C: 1.26 -2.31 -4.28  -0.08
C: 3.29 -2.54 -5.74  -0.07
H: 1.95 -3.93 -1.83  0.06
H: 5.84 -2.31 -0.84  0.09
H: 4.76 -2.13 1.37  0.08
H: 3.57 -3.01 2.45  0.07
H: 3.01 -1.92 1.25  0.05
H: 5.77 -4.52 0.80  0.06
H: 4.72 -5.71 0.10  0.08
H: 4.55 -5.34 1.84  0.09
H: 1.43 -3.63 0.53  0.04
H: 2.10 -4.95 1.60  0.08
H: 2.03 -5.23 -0.12  0.07
H: 6.02 -2.62 -4.81  0.09
H: 7.21 -1.39 -4.64  0.07
H: 5.81 -1.04 -5.56  0.07
H: 7.23 -1.46 -2.04  0.09
H: 6.16 -0.29 -1.41  0.08
H: 7.24 0.11 -2.76  0.06
H: 3.85 0.09 -4.38  0.08
H: 5.19 1.11 -3.68  0.08
H: 4.00 0.37 -2.62  0.06
H: 1.99 -4.96 -3.63  0.06
H: 3.43 -4.97 -4.67  0.09
H: 1.86 -4.79 -5.47  0.08
H: 0.63 -2.67 -5.13  0.08
H: 1.36 -1.17 -4.36  0.10
H: 0.83 -2.63 -3.34  0.05
H: 4.17 -3.20 -6.01  0.09
H: 3.65 -1.54 -5.80  0.03
H: 2.56 -2.74 -6.58  0.09
C: -4.72 1.22 -1.63  -0.16
Si: -5.15 2.09 0.02  0.55
C: -6.95 1.79 0.44  -0.19
C: -4.67 3.90 -0.27  -0.18
C: -4.27 1.55 1.62  -0.24
C: -5.05 0.81 2.50  -0.07
C: -4.64 0.72 3.85  -0.07
C: -3.45 1.23 4.27  -0.09
N: -2.56 1.80 3.37  -0.07
C: -2.94 1.87 2.02  -0.67
S: -1.75 2.22 0.87  0.54
H: -5.31 1.62 -2.43  0.04
H: -4.84 0.14 -1.57  0.03
H: -3.69 1.47 -1.76  -0.05
H: -7.55 2.26 -0.34  0.03
H: -7.30 2.21 1.38  0.04
H: -7.10 0.69 0.41  0.05
H: -5.05 4.55 0.54  0.04
H: -5.28 4.17 -1.15  0.04
H: -3.60 4.09 -0.40  0.00
H: -6.05 0.48 2.22  0.09
H: -5.34 0.25 4.56  0.12
H: -3.17 1.24 5.38  0.15
C: 0.16 0.92 3.63  -0.14
Si: -0.97 2.38 4.10  0.64
C: -0.49 4.09 3.51  -0.17
C: -1.18 2.77 5.97  -0.27
C: -0.34 2.28 7.02  -0.09
C: -0.52 2.67 8.34  -0.08
C: -1.58 3.55 8.70  -0.08
C: -2.26 4.20 7.69  -0.08
C: -2.10 3.76 6.33  -0.11
H: -0.01 0.81 2.54  -0.01
H: -0.13 0.04 4.09  -0.02
H: 1.21 1.11 3.83  0.04
H: 0.54 4.26 3.86  0.06
H: -1.08 4.94 3.81  0.03
H: -0.38 4.23 2.43  0.01
H: 0.30 1.43 6.77  0.10
H: 0.09 2.16 9.07  0.10
H: -1.85 3.66 9.75  0.11
H: -3.03 4.99 7.95  0.12
H: -2.81 4.15 5.64  0.09
C: -3.79 -3.36 3.19  -0.07
C: -2.44 -3.74 3.85  -0.40
C: -1.88 -2.57 4.70  -0.06
C: -1.33 -4.09 2.87  -0.12
N: -1.04 -3.03 1.91  -0.08
C: -1.76 -2.58 0.88  -0.12
N: -1.08 -1.63 0.26  -0.18
N: 0.01 -1.40 1.01  -0.04
N: 0.08 -2.25 2.04  0.12
H: -4.58 -3.57 3.95  0.09
H: -3.94 -3.85 2.19  0.08
H: -3.75 -2.27 2.97  0.06
H: -2.58 -4.67 4.41  0.13
H: -1.57 -1.84 3.99  0.03
H: -0.97 -2.84 5.25  0.09
H: -2.59 -2.10 5.35  0.07
H: -1.70 -4.99 2.30  0.15
H: -0.42 -4.41 3.40  0.14
H: -2.75 -2.94 0.55  0.14
C: -1.34 5.33 -2.55  -0.09
N: -0.04 4.91 -3.00  -0.31
C: 0.96 5.91 -3.10  -0.11
C: 0.28 3.51 -2.82  -0.19
C: -0.49 2.67 -3.78  -0.29
C: -0.27 2.80 -5.16  -0.02
C: -1.02 2.00 -6.06  -0.07
C: -1.98 1.10 -5.54  -0.10
C: -2.17 1.02 -4.17  -0.20
C: -1.36 1.69 -3.28  -0.31
H: -1.33 5.58 -1.44  0.09
H: -2.12 4.57 -2.79  0.09
H: -1.56 6.29 -3.08  0.09
H: 0.55 6.77 -3.69  0.09
H: 1.85 5.46 -3.55  0.08
H: 1.21 6.36 -2.10  0.09
H: 0.01 3.23 -1.76  0.09
H: 1.38 3.31 -2.91  0.14
H: 0.38 3.57 -5.62  0.12
H: -0.94 2.05 -7.15  0.10
H: -2.58 0.49 -6.20  0.10
H: -2.87 0.29 -3.83  0.06

Computed, not measured: C47H79Br2F9N4O9S as an isolated structure at a distorted geometry, with the ωB97M-V functional and the def2-TZVPD basis.

Computed properties:
Energy above the lowest of the compared OMol25 structures with the same formula, charge and spin (kJ/mol): 1357.0
HOMO level (eV): -9.088
Maximum force (eV/Å): 4.4
Charge: 0

Last column: Löwdin charge in e.
Positions of all 151 atoms, in Å:
C: 1.51 3.30 -0.81  -0.13
O: 2.61 3.05 -1.73  -0.24
C: 2.11 2.63 -3.03  -0.24
C: 3.27 1.97 -3.94  -0.16
C: 4.03 0.76 -3.15  -0.20
C: 2.97 -0.25 -2.46  -0.21
C: 3.62 -1.74 -2.32  -0.19
C: 2.46 -2.69 -1.68  -0.19
C: 1.63 -3.51 -2.80  -0.18
C: 0.02 -3.26 -2.68  -0.16
C: -0.66 -4.33 -1.71  -0.09
C: -0.56 -5.84 -2.12  0.01
C: -1.20 -6.96 -1.22  -0.02
C: -1.93 -6.64 0.14  -0.13
C: -2.58 -7.82 1.04  -0.59
Br: -4.53 -7.43 1.41  0.66
C: -2.58 -9.24 0.22  -0.70
C: -3.13 -10.46 1.14  -0.18
Br: -3.94 -9.07 -1.27  0.59
C: -1.99 -5.14 0.57  0.01
C: -1.38 -4.03 -0.37  0.01
C: -1.55 -2.52 0.14  -0.24
O: -0.67 -1.63 0.03  0.04
C: -2.95 -2.21 0.89  0.02
C: -3.77 -0.91 0.71  -0.10
C: -3.28 0.25 -0.30  -0.14
C: -3.76 -0.21 -1.76  -0.06
C: -3.55 0.94 -2.90  -0.29
F: -2.18 0.84 -3.28  0.05
F: -3.85 2.18 -2.22  0.03
C: -4.59 0.59 -4.07  -0.31
F: -4.49 -0.83 -4.27  0.05
F: -5.95 0.81 -3.66  0.06
S: -4.30 1.46 -5.70  1.00
F: -5.76 2.30 -5.52  -0.19
F: -5.22 0.23 -6.44  -0.19
F: -2.93 0.58 -6.05  -0.16
F: -3.47 2.73 -5.03  -0.15
F: -4.15 2.19 -7.20  -0.16
C: -5.11 -0.66 1.48  0.00
C: -5.63 -1.75 2.43  0.01
C: -4.84 -3.09 2.64  -0.07
C: -5.45 -4.18 3.65  -0.13
O: -4.57 -4.30 4.81  -0.20
O: -4.57 -3.15 5.51  -0.05
C: -3.52 -3.31 1.86  0.02
C: -2.66 -4.66 1.96  -0.27
O: -2.46 -5.31 3.01  0.05
H: 0.53 2.79 -1.09  0.08
H: 1.82 2.92 0.24  0.10
H: 1.35 4.44 -0.75  0.10
H: 1.19 1.94 -2.97  0.11
H: 1.76 3.59 -3.57  0.13
H: 4.00 2.81 -4.21  0.11
H: 2.73 1.57 -4.88  0.12
H: 4.62 1.25 -2.29  0.10
H: 4.75 0.26 -3.88  0.11
H: 2.74 0.11 -1.40  0.11
H: 2.03 -0.33 -3.13  0.12
H: 3.84 -2.16 -3.38  0.11
H: 4.57 -1.72 -1.68  0.09
H: 2.90 -3.46 -0.95  0.11
H: 1.71 -2.01 -1.12  0.09
H: 1.85 -4.63 -2.76  0.10
H: 1.99 -3.15 -3.84  0.11
H: -0.42 -3.43 -3.74  0.12
H: -0.21 -2.17 -2.42  0.10
H: -0.01 -6.13 -3.08  0.11
H: -1.06 -8.03 -1.62  0.08
H: -2.05 -7.96 2.04  0.11
H: -1.54 -9.49 -0.18  0.10
H: -2.90 -10.25 2.24  0.08
H: -4.27 -10.55 0.96  0.05
H: -2.69 -11.44 0.75  0.08
H: -2.16 0.46 -0.22  0.12
H: -3.80 1.21 0.09  0.10
H: -3.12 -1.11 -2.07  0.14
H: -4.84 -0.56 -1.75  0.14
H: -5.69 0.32 1.31  0.11
H: -6.61 -1.60 3.03  0.11
H: -6.44 -3.77 4.07  0.13
H: -5.66 -5.20 3.16  0.10
H: -3.69 -2.70 5.44  0.13
C: -10.32 3.33 -3.02  -0.07
C: -10.04 4.46 -2.04  -0.43
C: -8.82 5.32 -2.42  -0.20
O: -7.57 4.72 -2.14  -0.19
C: -7.11 3.81 -3.13  -0.11
N: -9.90 3.90 -0.69  0.03
H: -9.61 2.50 -2.92  0.06
H: -11.32 2.91 -2.85  0.08
H: -10.28 3.68 -4.05  0.08
H: -10.92 5.11 -2.04  0.13
H: -8.86 6.24 -1.82  0.12
H: -8.87 5.64 -3.47  0.12
H: -7.39 4.13 -4.14  0.09
H: -7.49 2.81 -2.92  0.07
H: -6.02 3.77 -3.07  0.08
H: -9.81 4.66 -0.02  0.07
H: -8.99 3.43 -0.65  0.07
C: 8.90 0.05 1.18  -0.07
C: 8.81 -1.40 0.70  -0.43
C: 7.74 -1.62 -0.39  -0.20
O: 6.40 -1.66 0.11  -0.20
C: 5.80 -0.39 0.30  -0.11
N: 8.59 -2.27 1.86  0.04
H: 8.08 0.33 1.84  0.07
H: 9.82 0.20 1.75  0.06
H: 8.91 0.74 0.34  0.08
H: 9.78 -1.65 0.26  0.13
H: 7.91 -2.60 -0.84  0.12
H: 7.83 -0.88 -1.20  0.12
H: 6.13 0.34 -0.46  0.09
H: 6.02 -0.02 1.30  0.08
H: 4.72 -0.51 0.22  0.08
H: 8.62 -3.24 1.55  0.07
H: 7.62 -2.14 2.16  0.07
C: -1.86 5.28 3.07  -0.07
C: -2.82 4.44 2.24  -0.43
C: -3.40 3.22 2.99  -0.20
O: -2.50 2.13 3.11  -0.20
C: -1.58 2.24 4.19  -0.10
N: -2.15 4.03 1.00  0.05
H: -0.89 4.80 3.20  0.06
H: -1.68 6.24 2.59  0.08
H: -2.28 5.47 4.07  0.08
H: -3.67 5.09 1.97  0.14
H: -4.25 2.84 2.42  0.11
H: -3.80 3.51 3.97  0.12
H: -2.03 2.73 5.06  0.09
H: -0.68 2.77 3.87  0.07
H: -1.28 1.23 4.48  0.09
H: -2.82 3.55 0.40  0.06
H: -1.48 3.30 1.25  0.07
C: 10.98 5.01 4.95  -0.07
C: 9.71 4.21 4.70  -0.43
C: 9.94 2.69 4.57  -0.20
O: 10.49 2.28 3.32  -0.21
C: 11.89 2.41 3.22  -0.10
N: 9.04 4.75 3.51  0.04
H: 11.60 5.10 4.05  0.06
H: 10.74 6.02 5.27  0.08
H: 11.59 4.54 5.73  0.08
H: 9.05 4.37 5.56  0.13
H: 8.97 2.19 4.65  0.12
H: 10.55 2.31 5.40  0.12
H: 12.40 2.20 4.17  0.09
H: 12.16 3.40 2.86  0.07
H: 12.25 1.68 2.48  0.09
H: 8.14 4.28 3.39  0.07
H: 9.57 4.45 2.69  0.07

Which value of charge does entry 1 give? 0

What is the formula in the first record? C47H74N6PbSSi2